No. 1
17
Properties=species:S:1:pos:R:3 method="wB97M-V/def2-TZVPD" total_energy_ev=-8427.0837 homo_ev="-7.70 / -7.70"
H -3.05 -0.20 -0.43
H -2.01 0.16 1.85
H 2.69 1.36 0.14
H 2.81 -0.42 0.10
O 1.41 0.34 1.42
H -0.62 1.10 1.11
C 2.11 0.42 0.32
H 1.60 -0.08 -1.85
H -1.41 -1.81 0.51
H 0.85 -1.82 -0.30
H -1.72 0.78 -1.20
C 1.04 0.21 -0.96
H 0.46 1.12 -1.11
C 0.32 -0.87 -0.35
C -1.44 0.40 0.96
C -1.02 -0.86 0.15
C -2.03 0.17 -0.36

=====

No. 2
164
Properties=species:S:1:pos:R:3 method="wB97M-V/def2-TZVPD" total_energy_ev=-209646.2592 homo_ev=-4.96 charge=-2
C 4.82 2.26 3.52
C 1.83 -5.21 -3.45
O -4.46 -3.71 0.58
F -8.77 1.35 0.77
S 5.18 1.22 -2.39
C -4.76 -2.52 3.16
C -0.59 -0.24 -0.62
C 2.42 -4.35 -1.08
H 6.89 3.56 -0.83
H 4.92 -4.32 -2.28
H -3.83 -2.30 2.65
H -3.96 -1.37 5.43
H -5.88 -2.20 5.75
H 3.30 -5.00 -1.21
H 8.54 3.47 -0.21
H -0.99 2.75 -2.18
O 0.81 -3.57 -5.59
F -5.28 -2.56 -2.26
F 1.03 0.32 5.74
O -7.21 2.20 2.96
O 1.19 -1.80 -7.22
H 4.64 -4.38 -5.35
H 7.15 1.29 -0.34
H -0.02 -3.09 -3.24
F 2.75 0.68 -1.48
C 3.34 1.24 -2.52
C -3.71 -0.35 5.14
O 1.90 6.61 1.25
C -6.63 -1.47 5.39
H 5.56 1.58 3.94
H -4.03 0.84 -3.60
C 0.86 0.19 4.45
C 7.74 3.21 2.49
C 3.19 -5.43 -4.13
F -0.71 7.78 0.05
C 3.72 -4.18 -4.79
C -1.82 0.07 -2.66
F -8.11 2.72 -0.69
H 0.37 2.24 -0.55
H -3.45 0.20 6.04
H 0.33 -2.94 -1.39
C -1.24 -2.05 -6.21
F 0.96 1.37 3.94
O -8.19 4.18 1.85
C -5.84 -1.50 2.97
H -2.50 3.38 -2.24
O -5.89 3.55 1.26
H 2.45 1.81 1.98
H -4.59 -2.70 4.22
F -4.66 -4.63 -2.07
H 2.95 3.57 1.99
F 2.83 0.71 -3.61
F 0.81 7.47 -1.42
H 0.35 -0.53 -0.15
C -1.74 0.44 1.56
O 1.80 -2.25 4.48
H 1.44 -6.11 -2.95
O -3.43 1.54 -0.13
H -6.83 -2.41 1.37
C 3.13 2.57 1.61
C 7.50 3.71 0.04
H -5.68 -1.28 0.78
H -4.18 2.21 3.99
H 5.02 -2.57 -1.94
O -0.18 5.24 1.46
H 7.27 4.05 3.02
S -7.16 3.17 1.81
C 0.42 -3.47 -2.33
O 5.50 -0.21 -2.13
N 5.50 3.07 1.26
H -1.84 0.08 -3.78
H -7.41 -2.66 3.68
C 4.85 0.72 1.39
H -7.18 -0.62 1.46
O 3.37 -0.30 4.03
S 0.90 5.76 0.57
H 4.33 -0.06 2.00
H -7.62 -1.55 5.87
H -0.94 3.06 0.28
O 1.74 -1.05 2.28
F -6.75 1.25 -0.07
F -1.97 -2.43 -5.16
H 0.23 2.16 1.13
N -2.53 1.15 -0.63
C -6.13 -0.06 5.51
H -5.10 -3.43 2.59
S -3.54 -3.02 -0.35
H -5.93 0.21 6.55
H 8.82 3.37 2.38
C -4.26 -3.35 -2.02
H 6.54 0.10 2.51
O 1.48 4.83 -0.39
H -2.87 -0.36 4.41
C 4.98 -3.33 -2.75
H -0.03 -0.97 -2.49
C -7.74 2.04 0.35
H 7.45 4.77 0.29
F -3.38 -3.15 -2.97
H 5.96 -3.33 -3.25
C -0.38 2.14 0.22
H 2.65 -3.40 -0.59
C -6.41 -1.43 1.55
C -4.05 1.10 -2.52
H 8.29 1.12 0.94
O -4.99 0.58 2.39
C 3.98 -3.02 -3.85
C 6.31 0.35 1.46
O 5.64 1.76 -3.67
C 7.08 2.79 1.19
H 1.61 -4.79 -0.53
N 2.61 -2.78 -3.11
C 1.81 -4.05 -2.47
S 2.09 -1.03 3.71
H -1.20 -1.14 -0.43
H -2.23 -0.50 1.39
H -6.91 0.61 5.10
N -5.36 0.02 3.18
O 0.71 -1.26 -4.83
H 4.65 0.72 0.33
F -0.86 6.17 -1.38
H -2.37 -0.83 -2.34
S 0.61 -2.16 -5.95
C 4.60 2.10 1.96
H -2.36 1.22 1.99
O 5.39 2.09 -1.24
H 2.97 -6.18 -4.91
F 2.93 2.52 -2.52
C 4.19 -1.75 -4.62
F -1.56 -2.85 -7.21
H -0.23 -4.32 -2.06
H 3.08 2.51 0.52
H -1.80 2.53 -3.71
H 5.02 -2.05 -5.28
F -0.42 -0.27 4.21
H 2.98 -3.85 -5.54
H 3.96 -5.80 -3.47
O -2.21 -3.61 -0.47
C -2.60 1.26 -2.16
C -1.95 2.55 -2.62
C -1.21 0.89 0.17
H 4.54 -0.88 -4.07
H 6.39 -0.54 0.87
O 2.30 -1.81 -2.80
O 5.14 4.05 0.87
H -7.79 -0.97 3.60
H 1.10 -4.92 -4.20
H -4.68 2.00 -2.43
C -0.42 -0.04 -2.10
H -0.84 0.26 2.11
C -7.00 -1.66 3.90
C -0.03 6.87 -0.58
O -3.49 -1.50 -0.22
H 0.24 0.77 -2.42
H 7.66 2.42 3.25
H 4.97 3.32 3.71
F -1.60 -0.80 -6.47
C -4.85 1.85 4.74
H -5.78 2.40 4.60
H -4.59 0.24 -2.12
H 3.34 -1.57 -5.28
C -4.95 0.28 4.67
C 7.24 1.35 0.77
H -4.37 2.06 5.70
H 3.88 1.89 3.99

=====

No. 3
16
Properties=species:S:1:pos:R:3 method="wB97M-V/def2-TZVPD" total_energy_ev=-19675.2772 smiles="CC(C)N[SH](=O)=O" homo_ev=-10.82
H -0.44 0.74 -0.86
H 1.42 0.71 1.51
H 1.06 -0.78 -1.98
H -1.09 0.54 1.97
C -1.35 0.87 1.03
H 0.67 -1.22 0.67
C 1.18 1.04 0.51
O -1.07 -1.60 -2.29
O 0.70 -3.07 -1.36
H 1.91 0.54 -0.13
H 1.30 2.10 0.46
S 0.09 -1.76 -1.48
N -0.23 -1.06 0.17
H -2.25 0.38 0.56
H -1.66 2.07 1.09
C -0.25 0.49 0.14

=====

No. 4
9
Properties=species:S:1:pos:R:3 method="wB97M-V/def2-TZVPD" total_energy_ev=-19003.3677 homo_ev=-9.45
N 0.17 -2.36 -0.60
O 0.64 -1.56 0.39
N -0.71 -0.27 -0.83
S -0.05 2.35 0.42
H -1.19 -1.74 -2.09
C -0.66 -1.55 -1.17
C 0.07 -0.29 0.23
C 0.47 0.86 1.01
H 1.30 0.85 1.83

=====

No. 5
23
Properties=species:S:1:pos:R:3 method="wB97M-V/def2-TZVPD" s2=0.760 total_energy_ev=-9558.2529 spin_multiplicity=2 homo_ev="1.21 / -3.35" charge=-1
H 2.36 3.69 -0.53
H -3.14 -3.40 1.56
C -0.43 0.14 -0.78
H -1.08 2.26 -0.57
C 1.09 2.07 -0.85
H 3.20 1.53 -1.18
C -1.52 -2.09 2.19
H -2.51 -2.28 0.30
H 1.12 4.09 -1.73
H 0.78 3.97 0.01
H -0.54 -1.63 1.78
H -1.36 -0.32 -0.65
C 1.37 3.54 -0.78
C -2.27 -2.93 1.16
H -1.21 -2.69 3.10
H -2.13 -1.25 2.53
H -1.57 -3.73 0.79
H 0.49 -1.80 -1.04
C -0.20 1.52 -0.72
H 2.79 -0.88 -1.32
C 2.14 1.16 -1.08
C 0.67 -0.75 -1.03
C 1.95 -0.22 -1.16

=====

No. 6
9
Properties=species:S:1:pos:R:3 method="wB97M-V/def2-TZVPD" total_energy_ev=-43207.3230 homo_ev=-9.90
N 1.38 -0.98 0.05
Cl -1.26 -0.75 -1.91
H -1.58 -0.87 0.59
C -1.15 -0.25 -0.22
Cl 2.45 -0.83 1.52
O 1.60 -0.20 -0.79
H -0.70 1.05 1.30
Cl 0.06 1.90 -0.82
C -0.82 0.93 0.29

=====

No. 7
16
Properties=species:S:1:pos:R:3 method="wB97M-V/def2-TZVPD" total_energy_ev=-22274.5317 homo_ev="-3.36 / -3.35" charge=-1
O 1.18 0.11 0.33
H 0.74 2.63 -0.18
C -1.12 -0.23 0.01
H 1.51 -1.57 1.09
C -0.47 -1.59 0.05
C -0.17 0.71 0.10
H -0.69 2.61 0.82
S -3.69 0.13 -0.34
H 1.59 -1.70 -0.52
O -4.40 -1.11 -0.06
C 1.00 -1.27 0.22
C -0.26 2.20 -0.02
H -0.85 -2.23 0.89
H -0.80 -2.10 -0.89
O -3.85 1.17 0.65
H -0.83 2.36 -0.93